No. 1
Here is the ion C4H10 with charge -1 from the OMol25 dataset. Energies are from ωB97M-V with the def2-TZVPD basis set.

Last column: Mulliken charge in e.
Atoms and positions in Å:
C 0.292 -0.823 1.203  -3.35
C -0.093 0.299 0.246  2.45
C 1.052 0.793 -0.630  -3.22
C -1.251 -0.125 -0.681  -3.28
H -0.609 -1.293 1.618  0.60
H 0.875 -1.599 0.708  0.99
H 0.828 -0.396 2.060  0.35
H -0.468 1.183 0.776  0.44
H 0.614 1.345 -1.468  0.18
H 1.691 -0.025 -0.955  1.10
H 1.660 1.555 -0.114  0.68
H -1.867 -0.917 -0.236  0.70
H -1.881 0.709 -1.003  0.50
H -0.843 -0.707 -1.524  0.88

Output
**Spin multiplicity**: 2
**Total charge**: -1
**HOMO-LUMO gap (spin up / spin down)**: 2.960 / 11.934 eV


No. 2
Here is the molecule C6H11NO from the OMol25 dataset. Energies are from ωB97M-V with the def2-TZVPD basis set.

Last column: Mulliken charge in e.
Atoms and positions in Å:
C 0.648 1.208 -0.578  -1.82
C 0.061 0.188 0.370  1.05
C -1.378 0.515 0.778  -0.53
C -2.051 -0.099 -0.161  -0.76
C -0.210 -1.255 -0.094  -0.39
C 1.204 -0.872 0.484  -0.45
H 1.591 1.620 -0.138  0.41
H 0.026 2.170 -0.973  0.29
H 0.921 0.850 -1.480  0.59
H -1.721 0.178 1.820  0.21
H -1.211 1.500 1.231  0.40
H -2.851 -0.641 -0.021  0.53
H -2.369 0.549 -1.064  0.14
H -0.568 -2.123 0.538  0.28
H 1.431 -1.163 1.399  0.52
H 3.144 -1.002 0.087  0.30
H 2.207 -0.300 -1.166  0.31
N 2.324 -0.260 -0.098  -0.62
O -1.197 -1.064 -0.935  -0.46

Output
**HOMO-LUMO gap**: 8.521 eV
**SMILES**: C[C@@]12CCO[C@H]1[C@H]2N


No. 3
Here is a cluster of 7 separate species, C50H58F5IN2O24 in total from the OMol25 dataset. Energies are from ωB97M-V with the def2-TZVPD basis set.

Last column: Mulliken charge in e.
Atoms and positions in Å:
C 6.244 -5.319 -1.558  -0.63
C 5.029 -6.300 -2.152  0.63
O 4.957 -7.537 -1.602  -0.54
O 4.106 -5.825 -3.208  -0.38
C 2.795 -5.416 -2.608  -0.37
C 2.953 -3.976 -1.821  -0.56
C 1.611 -3.027 -1.909  0.04
C 0.700 -3.058 -0.507  -1.02
C -0.263 -1.736 -0.418  0.03
C -1.835 -1.965 -0.946  -0.09
C -2.411 -3.368 -1.566  -0.79
C -3.421 -4.023 -0.434  -0.16
C -3.148 -5.613 -0.129  -0.89
I -3.856 -5.980 1.942  -0.05
C -2.932 -0.711 -0.855  0.25
C -2.367 0.744 -0.250  0.08
C -0.781 0.935 0.246  -1.21
N -0.312 2.250 0.810  0.73
C -1.048 2.696 2.041  -0.87
C -0.115 3.328 -0.221  0.75
C 0.360 4.880 0.063  -1.08
O -0.368 2.990 -1.516  -0.55
C 0.326 -0.319 0.157  0.39
C 1.838 0.021 0.646  1.62
F 2.815 -1.082 0.651  -0.28
F 1.770 0.494 2.081  -0.34
C 2.573 1.240 -0.235  0.01
C 2.413 1.392 -1.865  -0.26
C 3.208 2.679 -2.574  -0.66
C 4.093 3.782 -1.686  -0.45
C 4.251 3.637 -0.057  0.11
C 5.086 4.679 0.920  0.88
F 6.536 4.506 0.662  -0.20
F 4.868 4.427 2.381  -0.28
F 4.749 6.110 0.631  -0.25
C 3.460 2.343 0.644  -0.37
C -3.513 1.934 -0.149  0.14
O -3.319 3.232 -0.375  -0.57
C -5.050 1.384 0.218  -0.13
O -5.976 2.133 1.117  -0.60
C -5.565 0.059 -0.316  0.74
C -7.065 -0.448 0.109  -0.17
C -7.330 -2.057 -0.060  0.17
N -8.153 -2.283 -1.309  -0.74
C -4.510 -0.809 -1.282  0.08
O -5.032 -1.452 -2.324  -0.55
H 5.704 -4.427 -1.020  0.15
H 6.972 -5.899 -0.828  0.28
H 6.912 -4.902 -2.444  0.27
H 2.038 -5.386 -3.515  0.27
H 2.492 -6.315 -1.898  0.27
H 3.817 -3.389 -2.396  0.31
H 3.320 -4.169 -0.705  0.33
H 0.907 -3.540 -2.726  0.31
H 1.808 -1.938 -2.296  -0.10
H 1.391 -3.191 0.458  0.50
H 0.103 -4.090 -0.570  -0.01
H -3.008 -3.071 -2.556  0.41
H -1.600 -4.136 -1.915  0.39
H -3.252 -3.417 0.571  0.42
H -4.558 -3.904 -0.744  0.01
H -3.815 -6.290 -0.813  0.42
H -1.997 -5.901 -0.161  0.29
H -0.347 3.265 2.821  0.30
H -1.527 1.790 2.650  0.32
H -1.948 3.440 1.836  0.29
H 0.640 5.358 -0.992  0.31
H 1.339 4.961 0.718  0.16
H -0.524 5.566 0.476  0.29
H 1.784 0.601 -2.462  0.31
H 3.178 2.855 -3.742  0.27
H 4.625 4.696 -2.217  0.29
H 3.594 2.272 1.827  0.25
H -5.893 1.652 2.015  0.35
H -7.832 0.172 -0.552  0.08
H -7.316 -0.140 1.235  0.19
H -7.923 -2.464 0.863  0.34
H -6.340 -2.676 -0.163  -0.43
H -7.683 -1.907 -2.163  0.28
H -9.049 -1.757 -1.211  0.31
C -12.382 -1.316 -3.231  -0.31
C -13.049 -0.099 -2.677  -0.34
O -12.368 0.119 -1.456  -0.31
C -11.144 -0.473 -1.574  0.74
O -10.233 -0.336 -0.774  -0.61
O -11.071 -1.236 -2.703  -0.29
H -12.361 -1.318 -4.324  0.28
H -12.848 -2.243 -2.882  0.26
H -12.916 0.779 -3.318  0.26
H -14.118 -0.253 -2.503  0.30
C -8.250 5.423 -0.391  -0.40
C -7.866 4.016 -0.713  0.22
O -9.102 3.408 -1.038  -0.22
C -9.944 4.407 -1.432  0.61
O -11.037 4.225 -1.942  -0.57
O -9.404 5.635 -1.182  -0.33
H -7.465 6.139 -0.650  0.31
H -8.515 5.554 0.664  0.28
H -7.201 3.952 -1.581  0.21
H -7.395 3.509 0.134  -0.12
C 8.349 3.679 3.691  -0.17
C 7.682 4.896 4.244  -0.13
O 8.363 5.114 5.465  -0.34
C 9.587 4.522 5.347  0.65
O 10.498 4.658 6.147  -0.56
O 9.660 3.758 4.218  -0.37
H 8.370 3.676 2.597  0.26
H 7.884 2.751 4.040  0.24
H 7.815 5.773 3.603  0.22
H 6.613 4.741 4.418  0.23
C -3.191 -11.530 0.775  -0.35
C -4.244 -10.751 1.494  -0.32
O -3.830 -9.409 1.323  -0.20
C -3.045 -9.375 0.206  0.58
O -2.656 -8.351 -0.331  -0.50
O -2.754 -10.635 -0.231  -0.32
H -3.583 -12.449 0.331  0.29
H -2.342 -11.779 1.419  0.27
H -5.235 -10.875 1.045  0.27
H -4.300 -11.007 2.555  0.28
C 10.109 0.680 4.416  0.09
C 11.502 0.245 4.095  -0.40
O 11.309 -0.953 3.367  -0.32
C 10.053 -0.896 2.835  0.65
O 9.617 -1.684 2.012  -0.56
O 9.349 0.157 3.343  -0.28
H 10.014 1.768 4.465  -0.06
H 9.742 0.248 5.353  0.24
H 12.029 0.964 3.458  0.29
H 12.098 0.061 4.993  0.31
C 7.906 6.934 -1.368  0.17
C 7.509 8.242 -0.764  -0.29
O 8.112 9.192 -1.622  -0.33
C 8.295 8.579 -2.828  0.60
O 8.636 9.154 -3.848  -0.54
O 8.047 7.240 -2.743  -0.33
H 7.149 6.159 -1.219  -0.11
H 8.866 6.571 -0.987  0.22
H 6.425 8.395 -0.774  0.26
H 7.876 8.356 0.260  0.30

Output
**HOMO-LUMO gap**: 6.646 eV
**SMILES**: CC(=O)OCCCCc1c(CCCI)c2c(c(N(C)C(C)=O)c1C(F)(F)c1cccc(C(F)(F)F)c1)C(=O)C(O)=C(CCN)C2=O.O=C1OCCO1.O=C1OCCO1.O=C1OCCO1.O=C1OCCO1.O=C1OCCO1.O=C1OCCO1


No. 4
Here is a cluster of 6 separate species, C24H66N6O6 in total from the OMol25 dataset. Energies are from ωB97M-V with the def2-TZVPD basis set.

Last column: Mulliken charge in e.
Atoms and positions in Å:
C 21.968 4.269 4.288  -1.33
C 23.115 4.839 3.442  0.08
C 22.885 4.657 1.941  -0.33
O 21.572 5.009 1.609  -0.35
C 21.262 4.738 0.258  -0.68
N 23.275 6.255 3.829  -0.68
H 22.260 4.428 5.327  0.38
H 21.883 3.194 4.144  0.33
H 21.074 4.848 4.069  0.31
H 24.044 4.352 3.749  0.40
H 23.048 3.588 1.717  0.21
H 23.628 5.261 1.405  0.34
H 22.084 5.081 -0.378  0.28
H 20.359 5.288 0.002  0.30
H 21.066 3.672 0.105  0.24
H 24.006 6.730 3.323  0.23
H 22.375 6.704 3.716  0.27
C 19.152 -1.471 -5.981  -1.18
C 18.641 -0.398 -6.894  0.49
C 17.289 -0.774 -7.517  -0.92
O 16.867 0.240 -8.375  -0.32
C 15.883 -0.190 -9.280  -0.76
N 18.623 0.904 -6.203  -0.56
H 18.552 -1.578 -5.071  0.40
H 20.109 -1.151 -5.546  0.08
H 19.351 -2.438 -6.437  0.32
H 19.290 -0.202 -7.757  0.24
H 16.581 -0.955 -6.688  0.32
H 17.413 -1.770 -7.965  0.42
H 16.289 -0.848 -10.054  0.29
H 15.480 0.676 -9.813  0.26
H 15.023 -0.645 -8.779  0.31
H 17.974 0.866 -5.419  0.25
H 18.231 1.594 -6.835  0.24
C 22.372 -1.523 -0.483  -1.36
C 23.586 -1.885 -1.348  1.29
C 24.879 -1.729 -0.558  -0.92
O 24.836 -0.493 0.112  -0.08
C 25.986 -0.146 0.834  -1.04
N 23.454 -3.230 -1.863  -0.73
H 21.473 -1.840 -1.014  0.42
H 22.345 -0.454 -0.291  0.21
H 22.413 -2.008 0.494  0.33
H 23.603 -1.146 -2.165  -0.29
H 25.730 -1.732 -1.257  0.37
H 25.022 -2.547 0.162  0.36
H 26.041 -0.739 1.754  0.35
H 25.934 0.925 1.023  0.26
H 26.924 -0.321 0.293  0.41
H 24.251 -3.527 -2.408  0.23
H 22.607 -3.385 -2.386  0.24
C 23.147 1.449 -6.519  -1.37
C 22.430 1.488 -5.182  1.27
C 23.377 1.847 -4.048  -0.84
O 22.646 1.926 -2.836  -0.36
C 23.463 2.361 -1.773  -0.25
N 21.276 2.392 -5.253  -0.84
H 23.892 0.647 -6.554  0.31
H 23.522 2.435 -6.786  0.31
H 22.438 1.110 -7.281  0.29
H 22.038 0.486 -4.949  -0.10
H 23.799 2.837 -4.276  0.26
H 24.159 1.085 -3.950  0.28
H 24.135 1.534 -1.478  0.13
H 22.819 2.428 -0.896  0.00
H 24.098 3.228 -1.962  0.19
H 20.490 1.800 -5.507  0.34
H 21.076 2.854 -4.378  0.32
C 21.590 -4.991 -9.483  -1.58
C 20.704 -3.768 -9.542  0.99
C 21.507 -2.499 -9.845  -0.58
O 22.628 -2.487 -8.965  -0.33
C 23.528 -1.433 -9.278  -0.76
N 19.605 -3.942 -10.534  -0.68
H 21.016 -5.921 -9.488  0.49
H 22.129 -4.992 -8.533  0.37
H 22.325 -5.065 -10.286  0.34
H 20.220 -3.566 -8.585  -0.26
H 20.923 -1.614 -9.556  0.24
H 21.803 -2.443 -10.899  0.37
H 22.947 -0.520 -9.461  0.34
H 24.116 -1.704 -10.156  0.32
H 24.132 -1.230 -8.397  0.20
H 19.805 -4.780 -11.077  0.29
H 19.699 -3.244 -11.273  0.26
C 26.779 4.335 -3.765  -1.01
C 27.832 3.312 -4.190  0.45
C 28.053 2.251 -3.127  -0.52
O 28.321 2.896 -1.904  -0.31
C 28.640 1.975 -0.886  -0.40
N 27.499 2.643 -5.447  -0.75
H 25.801 3.845 -3.690  0.02
H 26.644 5.043 -4.588  0.37
H 27.007 4.843 -2.833  0.38
H 28.781 3.828 -4.351  0.31
H 28.864 1.575 -3.431  0.39
H 27.175 1.588 -3.027  0.08
H 27.745 1.376 -0.701  -0.11
H 28.930 2.510 0.017  0.29
H 29.478 1.307 -1.117  0.34
H 27.414 3.327 -6.193  0.30
H 26.562 2.246 -5.409  0.22

Output
**HOMO-LUMO gap**: 9.234 eV
**SMILES**: COC[C@H](C)N.COC[C@H](C)N.COC[C@H](C)N.COC[C@H](C)N.COC[C@H](C)N.COC[C@H](C)N


No. 5
Here is the molecule C3H7N3O2 from the OMol25 dataset. Energies are from ωB97M-V with the def2-TZVPD basis set.

Last column: Mulliken charge in e.
Atoms and positions in Å:
C 0.535 -1.040 -0.529  -0.32
C 1.088 0.055 0.309  0.56
C -0.932 -0.787 -0.230  0.30
N 1.496 2.479 0.265  -0.46
N -1.657 -1.780 0.391  -0.51
O 0.922 1.360 -0.435  -0.26
N -1.582 0.194 -0.786  -0.70
O 1.666 -0.007 1.376  -0.57
H 0.710 3.114 0.405  0.26
H 1.735 2.116 1.195  0.27
H -1.902 -2.540 -0.236  0.27
H -2.523 -1.393 0.759  0.33
H -1.192 1.138 -0.739  0.30
H 0.877 -2.010 -0.157  0.29
H 0.758 -0.898 -1.588  0.26

Output
**HOMO-LUMO gap**: 9.742 eV
**SMILES**: [H]/N=C(/N)CC(=O)ON


No. 6
Here is a structure of composition C4H10O2PS from the OMol25 dataset. Energies are from ωB97M-V with the def2-TZVPD basis set.

Last column: Mulliken charge in e.
Atoms and positions in Å:
C 2.548 -0.560 -1.015  -0.21
C 2.171 0.101 0.818  -0.56
C -2.436 -1.404 -0.821  -0.65
C -1.370 1.930 0.974  -1.05
O 2.387 0.429 -1.694  -0.34
O -2.071 -0.144 -0.220  -0.26
P -0.678 0.705 -0.180  0.40
S 0.584 -0.415 1.169  0.04
H 3.550 -0.768 -0.600  0.34
H 2.025 -1.483 -1.118  0.35
H 3.043 -0.356 1.460  0.43
H 2.502 1.061 0.564  0.45
H -1.637 -1.912 -1.311  0.30
H -3.383 -1.385 -1.351  0.27
H -2.682 -1.953 0.022  0.32
H -0.667 2.657 1.077  0.43
H -1.572 1.312 1.783  0.41
H -2.313 2.183 0.442  0.33

Output
**Total charge**: +1
**HOMO-LUMO gap (spin up / spin down)**: 6.432 / 6.432 eV


Question: Which formula does entry 1 have?
Answer: C4H10